(1)
The following is a DFT calculation (ωB97M-V/def2-TZVPD) of a 2-piece molecular cluster, C3H9N5 overall in a non-equilibrium geometry.

The geometry in ORCA input format:
```
! wB97M-V def2-TZVPD RIJCOSX def2/J DEFGRID3
* xyz 2 1
C -2.02319 0.48783 -0.26227
C 1.14229 0.10509 -1.13242
C 0.65198 -0.59757 1.14042
N -1.11785 1.02560 -1.14105
N -1.80419 0.04470 0.94647
N 0.76244 -0.91444 -0.26977
N -0.02556 0.85449 -1.55727
N -0.70557 -0.27476 1.62513
H -3.01624 0.76271 -0.70592
H 1.68288 1.02687 -0.80569
H 1.57301 -0.22044 -2.07499
H 0.95943 -1.43737 1.88818
H 1.33564 0.24611 1.28083
H -2.53812 -0.01185 1.68209
H 1.14026 -1.81996 -0.43048
H 1.36327 2.41297 -2.46179
H -1.02796 -0.75187 2.45421
*
```

Results
- Largest force on an atom: 3.14 eV/Å
- E_tot: -392.5133 Eh
- Molar mass: 115.14 u

(2)
The following is a DFT calculation (ωB97M-V/def2-TZVPD) of C3H9N5O3 as an isolated structure in a non-equilibrium geometry.

The geometry in ORCA input format:
```
! wB97M-V def2-TZVPD RIJCOSX def2/J DEFGRID3
* xyz 2 3
C -0.14162 0.84359 1.19649
C -0.52342 0.76949 -0.21529
C -1.28208 -2.03302 -0.71088
N 0.16851 0.82651 -1.22896
N -1.34002 -2.10163 -1.92329
N -1.60158 -2.54572 0.39501
N -1.19166 0.39752 2.14643
N 2.84219 0.94314 -1.42426
O 1.08342 0.83700 -2.01629
O -1.15600 -1.84820 -3.04956
O -1.49494 -2.29641 1.58983
H 0.07095 1.86826 1.47449
H 0.85022 0.49609 1.38267
H -1.54541 0.82345 -0.44845
H -2.08427 0.72500 1.84770
H -1.01135 0.75316 3.09418
H -1.26716 -1.20740 2.08064
H 3.44989 0.02498 -1.82315
H 2.96748 1.08237 -0.38928
H 3.20685 1.64182 -1.97802
*
```

Results
- <S²>: 2.11
- Largest force on an atom: 5.74 eV/Å
- E_tot: -618.1116 Eh
- Molar mass: 163.14 u

(3)
The following is a DFT calculation (ωB97M-V/def2-TZVPD) of one molecule with the formula C3H9NO.

The geometry in ORCA input format:
```
! wB97M-V def2-TZVPD RIJCOSX def2/J DEFGRID3
* xyz 0 1
C -0.78467 1.96529 0.17722
N -0.29548 0.70044 0.70913
C 0.12260 -0.22867 -0.31451
C 0.60622 -1.54266 0.27006
O 0.99104 -2.44616 -0.75081
H -0.08473 2.77913 0.39395
H -1.75761 2.22466 0.60205
H -0.93313 1.94306 -0.90444
H -1.02996 0.27896 1.27109
H -0.66242 -0.44982 -1.05302
H 0.96025 0.22961 -0.86095
H 1.42297 -1.37136 0.98945
H -0.22101 -2.04811 0.78476
H 1.66592 -2.03437 -1.31399
*
```

Results
- Largest force on an atom: 0.56 eV/Å
- E_tot: -249.6683 Eh
- SMILES: CNCCO
- Molar mass: 75.11 u

(4)
The following is a DFT calculation (ωB97M-V/def2-TZVPD) of a 2-piece molecular cluster, C3H9NO overall in a non-equilibrium geometry.

The geometry in ORCA input format:
```
! wB97M-V def2-TZVPD RIJCOSX def2/J DEFGRID3
* xyz 0 1
C 0.53398 -1.14539 2.14341
C -0.19413 -1.01967 1.00538
N 0.34120 -1.04532 -0.38988
C -0.85320 -0.89635 -1.37365
H 1.60603 -1.31928 2.10436
H -0.00556 -1.23465 3.16918
H -1.24455 -0.98044 0.93532
H 1.30210 -0.71953 -0.26213
H -1.84238 -0.85625 -0.75574
H -0.71888 -1.76258 -2.00441
H -0.75495 0.07015 -1.95477
O 0.29166 3.32308 -0.98931
H -0.62950 3.21099 -0.95803
H 0.64607 2.69258 -0.28107
*
```

Results
- Largest force on an atom: 4.96 eV/Å
- E_tot: -249.6093 Eh
- SMILES: C=CNC.O
- Molar mass: 75.11 u

(5)
The following is a DFT calculation (ωB97M-V/def2-TZVPD) of one molecule with the formula C3H9NO in a non-equilibrium geometry.

The geometry in ORCA input format:
```
! wB97M-V def2-TZVPD RIJCOSX def2/J DEFGRID3
* xyz 0 1
C 0.43743 -0.05239 1.92769
N 1.17248 0.66569 0.85768
C 0.54904 0.49943 -0.46404
O 0.05521 -0.77211 -0.71756
C -1.05645 -0.80822 -1.62200
H 1.18886 -0.75099 2.32092
H -0.06685 0.64688 2.58391
H -0.31556 -0.74026 1.50974
H 1.22736 1.66573 0.97234
H -0.39207 1.14570 -0.42652
H 1.19871 0.88794 -1.27751
H -0.94405 -1.39113 -2.55008
H -1.15505 0.19824 -2.03357
H -1.89905 -1.19451 -1.08100
*
```

Results
- Largest force on an atom: 2.90 eV/Å
- E_tot: -249.6296 Eh
- SMILES: CNCOC
- Molar mass: 75.11 u

(6)
The following is a DFT calculation (ωB97M-V/def2-TZVPD) of a 2-piece molecular cluster, C3H9NO overall in a non-equilibrium geometry.

The geometry in ORCA input format:
```
! wB97M-V def2-TZVPD RIJCOSX def2/J DEFGRID3
* xyz 0 1
C 0.13242 -0.55278 -1.38223
C -0.40277 -1.09182 -0.08560
C 0.22094 -0.94475 1.08769
N 1.49055 -0.31900 1.29622
H -0.56750 -0.57838 -2.20988
H 1.09625 -1.00622 -1.62175
H 0.38327 0.50243 -1.28044
H -1.38254 -1.54473 -0.08563
H -0.39286 -0.89139 1.98502
H 1.33878 0.64140 1.58199
H 2.06576 -0.31932 0.46419
O -1.54448 1.82273 -0.17844
H -0.69447 1.60161 0.21549
H -1.74335 2.68022 0.21338
*
```

Results
- Largest force on an atom: 1.74 eV/Å
- E_tot: -249.6559 Eh
- SMILES: C/C=C\N.O
- Molar mass: 75.11 u

(7)
The following is a DFT calculation (ωB97M-V/def2-TZVPD) of a 2-piece molecular cluster, C3H9NO overall in a non-equilibrium geometry.

The geometry in ORCA input format:
```
! wB97M-V def2-TZVPD RIJCOSX def2/J DEFGRID3
* xyz 0 1
C 1.49591 -2.05707 -0.49132
C 0.44540 -1.78651 0.51163
C 0.19423 -0.78411 1.28167
N -0.53563 -0.91042 2.51023
H 2.06264 -1.32741 -1.11170
H 1.10872 -2.49701 -1.35557
H 2.39747 -2.59494 -0.17653
H -0.15773 -2.67698 0.76299
H 0.58717 0.23512 0.99929
H 0.06958 -1.22240 3.29932
H -0.70233 0.06440 2.80155
O -2.24436 5.43175 -3.37025
H -2.14300 4.53748 -3.18136
H -2.57806 5.58810 -2.47994
*
```

Results
- Largest force on an atom: 3.33 eV/Å
- E_tot: -249.6252 Eh
- SMILES: C/C=C/N.O
- Molar mass: 75.11 u

(8)
The following is a DFT calculation (ωB97M-V/def2-TZVPD) of a 2-piece molecular cluster, C3H9NO overall in a non-equilibrium geometry.

The geometry in ORCA input format:
```
! wB97M-V def2-TZVPD RIJCOSX def2/J DEFGRID3
* xyz 0 1
C 2.23453 -1.16201 1.61715
O 1.87068 -1.32144 2.74729
H 1.65033 -0.60144 0.86585
H 3.18885 -1.54824 1.20844
C -2.03583 0.48000 -0.22722
N -0.64903 0.94781 -0.14056
C 0.18711 0.25885 -1.11063
H -2.02089 -0.59653 -0.04574
H -2.45865 0.58503 -1.23655
H -2.64046 0.96636 0.53367
H -0.61453 1.93445 -0.37196
H -0.22621 0.11596 -2.10994
H 1.17848 0.68511 -1.05754
H 0.33560 -0.74391 -0.67226
*
```

Results
- Largest force on an atom: 1.95 eV/Å
- E_tot: -249.6373 Eh
- SMILES: C=O.CNC
- Molar mass: 75.11 u

(9)
The following is a DFT calculation (ωB97M-V/def2-TZVPD) of a 2-piece molecular cluster, C3H9NO overall in a non-equilibrium geometry.

The geometry in ORCA input format:
```
! wB97M-V def2-TZVPD RIJCOSX def2/J DEFGRID3
* xyz 0 1
C -1.51952 0.63498 0.30500
C -1.30768 0.36654 -0.99707
N -0.33805 0.94617 -1.78761
H -2.50992 0.48366 0.71130
H -0.82162 1.17592 0.92861
H -2.03184 -0.28648 -1.47026
H -0.01125 0.52094 -2.63615
H 0.37374 1.31268 -1.18487
C 1.24981 -1.25288 1.02265
O 1.50812 0.03463 0.41325
H 1.41986 -1.07708 2.08499
H 0.23451 -1.62158 0.91668
H 1.99715 -1.90740 0.58779
H 1.75670 0.66990 1.10570
*
```

Results
- Largest force on an atom: 1.66 eV/Å
- E_tot: -249.6393 Eh
- SMILES: C=CN.CO
- Molar mass: 75.11 u

(10)
The following is a DFT calculation (ωB97M-V/def2-TZVPD) of a 2-piece molecular cluster, C3H9NO overall.

The geometry in ORCA input format:
```
! wB97M-V def2-TZVPD RIJCOSX def2/J DEFGRID3
* xyz 0 1
N 0.14138 0.09340 2.25519
C -1.16118 -0.08259 1.88590
O -1.76508 -1.12076 1.92058
H 0.49740 1.02522 2.37722
H 0.66216 -0.72806 2.51584
H -1.56952 0.85691 1.46837
C 1.76018 0.05076 -2.93470
C 0.52380 0.83881 -2.53423
H 1.78768 -0.90276 -2.40486
H 1.71208 -0.21215 -3.98906
H 2.68838 0.60755 -2.79080
H -0.38754 0.26148 -2.70358
H 0.37960 1.75902 -3.10700
H 0.54674 1.14082 -1.48606
*
```

Results
- Largest force on an atom: 0.90 eV/Å
- E_tot: -249.6986 Eh
- SMILES: NC=O.CC
- Molar mass: 75.11 u

(11)
The following is a DFT calculation (ωB97M-V/def2-TZVPD) of one molecule with the formula C3H9NO in a non-equilibrium geometry.

The geometry in ORCA input format:
```
! wB97M-V def2-TZVPD RIJCOSX def2/J DEFGRID3
* xyz 0 1
C 0.55135 -1.31405 -1.69546
N 0.17197 -1.00236 -0.32401
C -0.81235 -0.08198 0.02251
O -0.17736 1.30684 0.21102
C -0.04225 1.53512 1.61944
H 1.11949 -0.45267 -2.09333
H 1.24012 -2.15704 -1.69733
H -0.30832 -1.57050 -2.31630
H 1.03277 -0.88185 0.19021
H -1.49561 0.26477 -0.74409
H -1.28636 -0.41216 0.94957
H 0.54175 0.69020 2.02594
H -1.01208 1.59265 2.11698
H 0.47687 2.48300 1.73485
*
```

Results
- Largest force on an atom: 3.04 eV/Å
- E_tot: -249.6411 Eh
- SMILES: CNCOC
- Molar mass: 75.11 u

(12)
The following is a DFT calculation (ωB97M-V/def2-TZVPD) of a 2-piece molecular cluster, C3H9NO overall in a non-equilibrium geometry.

The geometry in ORCA input format:
```
! wB97M-V def2-TZVPD RIJCOSX def2/J DEFGRID3
* xyz 0 1
C -0.05154 1.28656 1.20278
C 1.21218 1.07055 0.85368
C 2.04569 -0.14003 1.06414
N 3.45005 0.25494 1.15242
H -0.49729 2.18996 0.80610
H -0.68054 0.63866 1.78705
H 1.66483 1.82375 0.20874
H 1.71810 -0.63832 1.98447
H 1.89203 -0.89885 0.29075
H 3.59703 1.06814 0.55304
H 4.21337 -0.38830 1.01792
O -5.58941 -1.93454 -3.42277
H -5.81753 -1.63699 -2.53512
H -4.74416 -1.52823 -3.65401
*
```

Results
- Largest force on an atom: 1.41 eV/Å
- E_tot: -249.6511 Eh
- SMILES: C=CCN.O
- Molar mass: 75.11 u

> Which of these has the highest largest force on an atom?

C3H9N5O3